# 1
Density functional theory data (ωB97M-V/def2-TZVPD) for a single C17H24O9 molecule.

Values from the calculation:
Max |F|, eV Å⁻¹: 0.74
HOMO-LUMO gap, eV: 8.78
Charge: 0
E_LUMO, eV: 0.592
SMILES: COc1cc(/C=C/CO)cc(OC)c1O[C@@H]1O[C@H](CO)[C@@H](O)[C@H](O)[C@H]1O
Molar mass, g/mol: 372.37
Electronic energy, eV: -36443.549

Bonds (Å) are listed after each position.
CARTESIAN COORDINATES (ANGSTROEM)
1 H -1.5715 -2.2935 1.9743  C18 1.076
2 H 0.0936 -4.3971 5.7828  C47 1.104
3 H -1.7911 -4.1520 7.1152  O12 0.962
4 H 0.8693 1.6874 -5.7691  O25 0.967
5 O -1.0515 1.9657 -1.9515  C11 1.431, C21 1.397
6 C 1.2427 -0.4573 2.3173  H7 1.078, C45 1.394, C50 1.387
7 H 1.9979 -0.2358 3.0542  C6 1.078
8 H -1.2193 -0.6337 -2.8674  C49 1.097
9 H -2.3605 -3.1573 -0.1021  C30 1.094
10 H 3.8811 0.5434 1.8652  C31 1.095
11 C -1.1512 1.4811 -3.2941  O5 1.431, C35 1.530, H40 1.097, C49 1.536
12 O -1.8229 -3.7637 6.2354  H3 0.962, C47 1.413
13 O -1.6646 -1.2469 -0.5195  C14 1.357, C30 1.409
14 C -0.7320 -1.0539 0.4464  O13 1.357, C18 1.388, C38 1.402
15 H 2.8609 3.2373 -3.8177  O23 0.964
16 O 0.3951 0.3350 -1.1697  C21 1.409, C38 1.385
17 O -3.1126 0.1669 -2.7133  H42 0.966, C49 1.403
18 C -0.7663 -1.6316 1.7076  H1 1.076, C14 1.388, C45 1.393
19 C 1.3540 2.4040 -1.9913  C21 1.549, C29 1.535, O32 1.407, H39 1.094
20 H -3.3402 -1.8199 0.5664  C30 1.095
21 C 0.1544 1.7176 -1.2918  O5 1.397, O16 1.409, C19 1.549, H46 1.099
22 H 2.8218 1.8674 2.4331  C31 1.094
23 O 2.2463 2.6358 -4.2533  H15 0.964, C29 1.410
24 H 0.9113 4.1974 -1.3803  O32 0.965
25 O 0.0105 1.4877 -5.3731  H4 0.967, C35 1.402
26 O 2.2662 0.9859 0.6381  C31 1.407, C50 1.362
27 C 0.2128 -1.9238 3.9850  C34 1.330, H37 1.084, C45 1.456
28 H -0.0191 -2.7657 6.4924  C47 1.099
29 C 1.0638 2.5890 -3.4873  C19 1.535, O23 1.410, C35 1.532, H36 1.105
30 C -2.7260 -2.1415 -0.2806  H9 1.094, O13 1.409, H20 1.095, H33 1.089
31 C 3.2581 1.3872 1.5517  H10 1.095, H22 1.094, O26 1.407, H43 1.089
32 O 1.6909 3.6284 -1.3847  C19 1.407, H24 0.965
33 H -3.3254 -2.1216 -1.1896  C30 1.089
34 C -0.5732 -2.9023 4.4256  C27 1.330, H44 1.079, C47 1.495
35 C 0.2114 1.4191 -3.9876  C11 1.530, O25 1.402, C29 1.532, H41 1.102
36 H 0.4943 3.5248 -3.6299  C29 1.105
37 H 0.9516 -1.5107 4.6616  C27 1.084
38 C 0.3190 -0.1901 0.1092  C14 1.402, O16 1.385, C50 1.401
39 H 2.2289 1.7590 -1.8664  C19 1.094
40 H -1.7753 2.2204 -3.8105  C11 1.097
41 H 0.7251 0.4823 -3.7194  C35 1.102
42 H -2.9512 0.4811 -1.8144  O17 0.966
43 H 3.8688 2.1107 1.0144  C31 1.089
44 H -1.3251 -3.3633 3.8044  C34 1.079
45 C 0.2183 -1.3432 2.6493  C6 1.394, C18 1.393, C27 1.456
46 H 0.0262 2.1722 -0.2989  C21 1.099
47 C -0.5086 -3.4721 5.8066  H2 1.104, O12 1.413, H28 1.099, C34 1.495
48 H -2.0315 -0.1463 -4.3866  C49 1.091
49 C -1.8597 0.1194 -3.3422  H8 1.097, C11 1.536, O17 1.403, H48 1.091
50 C 1.3044 0.1173 1.0562  C6 1.387, O26 1.362, C38 1.401

Atom charges from the Mulliken analysis, given in e for atoms 1 to 2: 0.357 0.255

***

# 2
Density functional theory data (ωB97M-V/def2-TZVPD) for a gas-phase ion, C17H25 (charge +1) in a non-equilibrium geometry.

Values from the calculation:
Max |F|, eV Å⁻¹: 5.33
HOMO-LUMO gap, eV: 5.01
Charge: +1
E_LUMO, eV: -6.118
Relative energy (zero: lowest compared OMol25 entry of this formula, charge and spin), kJ/mol: 90.1
Molar mass, g/mol: 229.39
Electronic energy, eV: -18025.148

Bonds (Å) are listed after each position.
CARTESIAN COORDINATES (ANGSTROEM)
1 H -2.6014 2.6107 1.1221  C28 1.101
2 C 1.8114 1.6561 0.5953  C7 1.399, C14 1.521, C31 1.413
3 H -2.0230 1.2885 2.1460  C28 1.095
4 C -0.5127 2.0750 0.8035  C8 1.400, C28 1.528, C31 1.422
5 C -3.9638 -3.3996 -1.3679  H9 1.097, H16 1.091, H17 1.091, C20 1.482
6 H -1.1364 4.1414 0.4057  C8 1.111
7 C 2.0302 3.0042 0.2931  C2 1.399, C11 1.383, H25 1.096
8 C -0.2991 3.4128 0.4492  C4 1.400, H6 1.111, C11 1.410
9 H -4.2664 -4.0771 -0.5602  C5 1.097
10 H 3.0739 -0.0947 0.0404  C14 1.114
11 C 0.9863 3.8979 0.1331  C7 1.383, C8 1.410, C35 1.502
12 H 0.6541 -4.7287 -1.2120  C19 1.102
13 H -1.4440 -4.4444 -1.3215  C24 1.107
14 C 3.0637 0.8000 0.7044  C2 1.521, H10 1.114, H23 1.111, H29 1.111
15 C -0.1805 -2.7675 -0.9370  C19 1.491, C24 1.392, C32 1.547
16 H -4.0760 -3.9656 -2.2936  C5 1.091
17 H -4.7333 -2.6299 -1.4422  C5 1.091
18 H 1.9857 -1.7177 1.3163  C21 1.103
19 C 0.9773 -3.6758 -1.1788  H12 1.102, C15 1.491, H27 1.103, H30 1.110
20 C -2.6495 -2.7254 -1.2471  C5 1.482, C24 1.377, H39 1.072
21 C 1.0830 -1.2229 1.7121  H18 1.103, C22 1.534, H37 1.087, H41 1.103
22 C 0.3130 -0.5028 0.5982  C21 1.534, C31 1.618, C32 1.513, H42 1.104
23 H 3.1842 0.4657 1.7567  C14 1.111
24 C -1.4263 -3.3503 -1.1538  H13 1.107, C15 1.392, C20 1.377
25 H 3.0597 3.3505 0.1459  C7 1.096
26 H -2.3991 0.9817 0.4506  C28 1.100
27 H 1.7389 -3.7070 -0.3811  C19 1.103
28 C -1.9591 1.7168 1.1401  H1 1.101, H3 1.095, C4 1.528, H26 1.100
29 H 3.9400 1.4308 0.4408  C14 1.111
30 H 1.5487 -3.4808 -2.1102  C19 1.110
31 C 0.5129 1.1014 0.6576  C2 1.413, C4 1.422, C22 1.618
32 C 0.0802 -1.2633 -0.6890  C15 1.547, C22 1.513, H34 1.063, H36 1.083
33 H 2.2555 5.5522 -0.3839  C35 1.080
34 H 1.0053 -0.9902 -1.1368  C32 1.063
35 C 1.2145 5.3480 -0.1831  C11 1.502, H33 1.080, H38 1.079, H40 1.088
36 H -0.7828 -0.7904 -1.1400  C32 1.083
37 H 0.4350 -2.0326 2.0384  C21 1.087
38 H 0.6536 5.6111 -1.0663  C35 1.079
39 H -2.7120 -1.6581 -1.1634  C20 1.072
40 H 0.8941 6.0435 0.5893  C35 1.088
41 H 1.4261 -0.6663 2.6001  C21 1.103
42 H -0.7619 -0.5972 0.8290  C22 1.104

Atom charges from the Mulliken analysis, given in e for atoms 1 to 2: 0.361 1.192

***

# 3
Density functional theory data (ωB97M-V/def2-TZVPD) for 2 unconnected molecules or ions with the total composition C17H25BrCl2NO7S3 in a non-equilibrium geometry.

Values from the calculation:
Max |F|, eV Å⁻¹: 2.45
HOMO-LUMO gap, eV: 3.16
Charge: -1
E_LUMO, eV: 1.273
Molar mass, g/mol: 602.40
Electronic energy, eV: -161447.516

Bonds (Å) are listed after each position.
CARTESIAN COORDINATES (ANGSTROEM)
1 Cl -1.3920 1.9671 2.2357  C23 1.722
2 H 2.3532 1.4988 -2.2451  C18 1.090
3 C -2.0930 0.3348 4.7291  H35 1.094, H48 1.088, H54 1.094, C56 1.494
4 S 2.1955 -2.5588 0.1720  C11 1.769, C42 1.805
5 H -1.9944 -3.1791 1.2736  C16 1.091
6 H -0.8707 5.7196 -3.3844  C10 1.133
7 H 4.8705 -1.4370 0.6279  C53 1.095
8 H 0.4321 4.0999 -1.9918  C26 1.095
9 H -2.2957 -2.8182 -0.4448  C16 1.094
10 C 0.1667 5.4097 -3.7189  H6 1.133, C26 1.547, O31 1.336, H33 1.133
11 C 2.4876 -1.1772 1.2371  S4 1.769, N17 1.412, S44 1.631
12 S -1.2469 0.1742 -1.4488  O27 1.408, O38 1.582, O45 1.582, O49 1.429
13 Cl -2.9298 -1.8473 3.4089  C56 1.746
14 O -4.5204 1.5596 0.5491  C55 1.150
15 H 3.9471 -1.5821 -1.6861  C32 1.098
16 C -1.5568 -2.7712 0.3612  H5 1.091, H9 1.094, C25 1.537, C40 1.514
17 N 3.2313 -0.1259 0.6584  C11 1.412, C21 1.487, C53 1.475
18 C 2.6915 0.6025 -1.7251  H2 1.090, C21 1.530, H46 1.099, O52 1.423
19 H -0.6837 -4.7032 0.0731  C25 1.095
20 H 5.2825 0.2490 0.3799  C53 1.095
21 C 2.4203 0.7514 -0.2269  N17 1.487, C18 1.530, H28 1.094, H34 1.094
22 H 0.5460 -2.9320 1.8468  C42 1.091
23 C -2.0599 0.3803 2.1958  Cl1 1.722, C36 1.540, C56 1.329
24 Br -6.5151 -0.3071 0.5196  C55 1.968
25 C -0.3612 -3.6608 -0.0158  C16 1.537, H19 1.095, H39 1.092, C42 1.537
26 C 0.3821 4.0165 -3.0829  H8 1.095, C10 1.547, H29 1.098, H37 1.096
27 O -0.3674 1.1140 -2.0190  S12 1.408
28 H 1.3657 0.5055 -0.0699  C21 1.094
29 H -0.4326 3.3259 -3.3364  C26 1.098
30 H 5.5819 -0.8832 -1.7367  C32 1.094
31 O 1.1250 6.3021 -3.4540  C10 1.336
32 C 4.5594 -0.7228 -1.3813  H15 1.098, H30 1.094, O52 1.413, C53 1.517
33 H 0.0091 5.2003 -4.8211  C10 1.133
34 H 2.5339 1.7932 0.0857  C21 1.094
35 H -3.0323 0.3087 5.2899  C3 1.094
36 C -2.2512 -0.2217 0.7915  C23 1.540, C40 1.593, O45 1.438, C47 1.530
37 H 1.3219 3.5828 -3.4434  C26 1.096
38 O -0.4343 -0.9336 -0.6637  S12 1.582, C40 1.456
39 H -0.0853 -3.5197 -1.0632  C25 1.092
40 C -1.1328 -1.3299 0.5511  C16 1.514, C36 1.593, O38 1.456, H51 1.093
41 H -3.7050 -1.1214 -0.5098  C47 1.095
42 C 0.8294 -3.4594 0.9351  S4 1.805, H22 1.091, C25 1.537, H43 1.093
43 H 1.2297 -4.4226 1.2623  C42 1.093
44 S 1.9456 -1.0895 2.7734  C11 1.631
45 O -1.8772 0.8054 -0.1426  S12 1.582, C36 1.438
46 H 2.1507 -0.2660 -2.1267  C18 1.099
47 C -3.6775 -0.6883 0.4954  C36 1.530, H41 1.095, H50 1.088, C55 1.501
48 H -1.7363 1.3620 4.6990  C3 1.088
49 O -2.2610 -0.4882 -2.2061  S12 1.429
50 H -4.0177 -1.4645 1.1770  C47 1.088
51 H -0.3849 -1.2104 1.3385  C40 1.093
52 O 4.0795 0.4541 -1.9992  C18 1.423, C32 1.413
53 C 4.5474 -0.5208 0.1217  H7 1.095, N17 1.475, H20 1.095, C32 1.517
54 H -1.3727 -0.2821 5.2739  C3 1.094
55 C -4.6867 0.4219 0.5234  O14 1.150, Br24 1.968, C47 1.501
56 C -2.3114 -0.2152 3.3575  C3 1.494, Cl13 1.746, C23 1.329

Atom charges from the Mulliken analysis, given in e for atoms 1 to 2: -0.213 0.131